No. 1
Here is an isolated molecule of C12H13NO in a non-equilibrium geometry from the OMol25 dataset. Energies are from ωB97M-V with the def2-TZVPD basis set.

Geometry as ORCA input:
```
! wB97M-V def2-TZVPD RIJCOSX def2/J DEFGRID3
* xyz 0 1
C -2.542 2.863 -2.221
O -1.138 2.818 -1.882
C -0.580 1.714 -1.296
C 0.690 1.905 -0.635
C 1.306 0.806 -0.054
C 0.553 -0.334 0.193
C 0.997 -1.496 1.007
C 2.397 -1.642 1.489
N 2.594 -0.806 2.795
C 0.223 -2.554 1.255
C -1.121 -2.465 0.844
C -1.603 -1.526 -0.140
C -0.741 -0.436 -0.380
C -1.246 0.545 -1.204
H -2.691 3.717 -2.939
H -3.085 2.905 -1.208
H -2.617 1.967 -2.773
H 1.335 2.741 -0.645
H 2.281 0.992 0.509
H 2.775 -2.681 1.594
H 3.033 -1.045 0.844
H 2.213 -1.356 3.636
H 3.676 -0.638 2.876
H 0.594 -3.330 1.996
H -1.747 -3.221 0.937
H -2.613 -1.684 -0.702
H -2.211 0.441 -1.768
*
```

As for the HOMO energy: -0.292 hartree. The value obtained for the largest force on an atom is 5.0 eV/A. The value obtained for the energy above the lowest of the compared OMol25 structures with the same formula, charge and spin is 2.292 eV. The value obtained for the total energy is -594.9693 hartree. Its SMILES is COc1ccc2c(CN)cccc2c1. The gap between HOMO and LUMO is 0.313 Ha.

***

No. 2
Here is a cluster of 2 separate species, C12H13NOS in total in a non-equilibrium geometry from the OMol25 dataset. Energies are from ωB97M-V with the def2-TZVPD basis set.

Geometry as ORCA input:
```
! wB97M-V def2-TZVPD RIJCOSX def2/J DEFGRID3
* xyz 0 1
C -3.432 1.047 0.478
C -2.437 0.607 1.475
C -3.363 0.424 -0.781
C -1.423 -0.232 1.109
C -2.278 -0.426 -1.133
C -1.251 -0.674 -0.211
C 1.500 0.018 -0.286
C 2.859 -0.377 0.054
C 1.330 1.296 0.040
C 3.590 -1.590 -0.192
C 0.256 2.262 -0.302
C -0.055 -1.425 -0.610
N 3.398 0.721 0.597
O 2.472 1.753 0.539
S 0.445 -2.905 0.213
H -4.185 1.741 0.676
H -2.286 1.053 2.413
H -4.151 0.435 -1.429
H -0.739 -0.571 1.851
H -2.308 -0.809 -2.128
H 3.123 -2.553 0.142
H 3.572 -1.653 -1.274
H 4.627 -1.456 0.167
H -0.191 2.641 0.655
H 0.763 2.895 -1.053
H -0.552 1.682 -0.763
H 0.034 -1.606 -1.693
H 0.682 -2.296 1.446
*
```

As for the HOMO energy: -0.323 hartree. The value obtained for the largest force on an atom is 5.3 eV/A. The value obtained for the energy above the lowest of the compared OMol25 structures with the same formula, charge and spin is 2.568 eV. The value obtained for the total energy is -993.0892 hartree. The gap between HOMO and LUMO is 0.334 Ha.

***

No. 3
Here is a structure of composition C12H14 in a non-equilibrium geometry from the OMol25 dataset. Energies are from ωB97M-V with the def2-TZVPD basis set.

Geometry as ORCA input:
```
! wB97M-V def2-TZVPD RIJCOSX def2/J DEFGRID3
* xyz 0 1
C -0.654 -1.760 1.436
C -1.861 -1.111 1.536
C 0.570 -0.926 1.656
C -2.827 1.477 1.139
C 1.769 0.723 -0.060
C -1.529 2.024 0.594
C -2.253 0.059 1.255
C -0.760 0.938 0.343
C 0.465 0.125 0.426
C 1.058 -0.210 -1.008
C 0.429 0.363 -2.289
C 1.767 -1.595 -1.211
H -0.576 -2.475 0.673
H 0.510 -0.458 2.580
H 1.469 -1.414 1.601
H -3.183 2.046 2.126
H -3.621 1.557 0.520
H 1.844 1.807 -0.275
H 2.711 0.402 0.289
H -1.615 2.998 0.173
H 0.063 1.287 -1.923
H -0.468 -0.263 -2.691
H 1.159 0.352 -3.049
H 0.833 -2.187 -1.298
H 2.346 -2.089 -0.432
H 2.352 -1.670 -2.111
*
```

As for the HOMO energy (alpha / beta): -0.274 / -0.274 hartree. The value obtained for the largest force on an atom is 4.8 eV/A. The value obtained for the energy above the lowest of the compared OMol25 structures with the same formula, charge and spin is 6.986 eV. The value obtained for the total energy is -465.3516 hartree. The gap between HOMO and LUMO (alpha / beta) is 0.291 / 0.291 Ha.

***

No. 4
Here is a structure of composition C12H14BF4IIrN2 in a non-equilibrium geometry from the OMol25 dataset. Energies are from ωB97M-V with the def2-TZVPD basis set.

Geometry as ORCA input:
```
! wB97M-V def2-TZVPD RIJCOSX def2/J DEFGRID3
* xyz 2 6
C 0.812 2.878 0.937
C 3.101 0.897 0.488
H 1.728 3.404 0.587
H 1.010 2.584 2.028
H -0.141 2.971 0.487
H 3.238 0.097 -0.206
H 3.435 1.929 0.282
H 3.086 0.806 1.620
C -1.943 1.692 -0.090
C -3.275 1.498 -0.436
C -3.672 0.286 -0.993
C -2.696 -0.672 -1.198
H -1.620 2.621 0.378
H -3.956 2.316 -0.234
H -4.712 0.105 -1.253
H -2.925 -1.644 -1.615
N -0.999 0.770 -0.286
C -1.363 -0.404 -0.858
C -0.287 -1.373 -1.045
N 0.935 -0.967 -0.641
C 1.952 -1.829 -0.735
C 0.546 -3.555 -1.666
C 1.792 -3.122 -1.231
H 2.917 -1.455 -0.397
H 2.669 -3.762 -1.259
C -0.508 -2.657 -1.567
H -1.509 -2.919 -1.870
H 0.396 -4.555 -2.068
Ir 1.173 1.108 0.184
I 1.434 1.979 -2.162
F 0.619 -0.160 1.769
B -0.173 0.216 3.045
F -0.075 -0.914 3.808
F 0.473 1.326 3.589
F -1.462 0.505 2.608
*
```

As for the HOMO energy (alpha / beta): -0.517 / -0.632 hartree. The value obtained for the largest force on an atom is 3.4 eV/A. The value obtained for the energy above the lowest of the compared OMol25 structures with the same formula, charge and spin is 2.492 eV. The value obtained for the total energy is -1400.8244 hartree. The gap between HOMO and LUMO (alpha / beta) is 0.195 / 0.178 Ha.

***

No. 5
Here is a structure of composition C12H14BF5N6Ti in a non-equilibrium geometry from the OMol25 dataset. Energies are from ωB97M-V with the def2-TZVPD basis set.

Geometry as ORCA input:
```
! wB97M-V def2-TZVPD RIJCOSX def2/J DEFGRID3
* xyz 2 3
C 0.230 2.981 0.834
N 0.403 1.728 0.363
N 0.540 1.726 -1.007
C 0.452 2.994 -1.405
C 0.250 3.802 -0.284
B 0.732 0.410 -1.872
N 1.857 -0.498 -1.318
N 1.956 -0.788 0.026
C 3.051 -1.587 0.199
C 3.660 -1.766 -1.039
C 2.882 -1.068 -1.965
Ti 0.430 -0.026 1.031
N -0.596 -0.403 -1.932
N -1.166 -0.881 -0.788
C -2.321 -1.498 -1.195
C -2.470 -1.381 -2.591
C -1.346 -0.692 -3.019
H -3.046 -1.996 -0.545
H -1.006 -0.362 -3.993
H -3.267 -1.725 -3.239
H 1.002 0.746 -2.985
H 2.979 -0.923 -3.029
H 0.555 3.188 -2.449
H 4.544 -2.325 -1.261
H 0.115 4.848 -0.246
H 3.346 -1.963 1.177
H 0.050 3.122 1.895
H -0.330 -1.724 1.247
C 0.288 -1.823 2.258
H 1.038 -2.567 1.996
H 0.821 -0.946 2.674
H -0.493 -2.063 2.975
F -2.132 1.658 1.395
C -1.401 0.871 2.268
F -0.801 1.725 3.211
C -2.449 0.000 2.958
F -3.453 0.783 3.444
F -3.060 -0.981 2.191
F -1.846 -0.597 4.020
*
```

As for the HOMO energy (alpha / beta): -0.578 / -0.578 hartree. The value obtained for the largest force on an atom is 5.6 eV/A. The value obtained for the energy above the lowest of the compared OMol25 structures with the same formula, charge and spin is 1.761 eV. The value obtained for the total energy is -2167.2082 hartree. The gap between HOMO and LUMO (alpha / beta) is 0.259 / 0.155 Ha.

***

No. 6
Here is a structure of composition C12H14BaClIN2O4 in a non-equilibrium geometry from the OMol25 dataset. Energies are from ωB97M-V with the def2-TZVPD basis set.

Geometry as ORCA input:
```
! wB97M-V def2-TZVPD RIJCOSX def2/J DEFGRID3
* xyz 0 1
C -4.562 -1.253 -0.870
C -2.089 2.857 0.541
H -4.179 -1.508 -1.911
H -5.075 -0.267 -0.776
H -4.641 -2.035 -0.070
H -1.210 3.065 -0.139
H -3.161 3.027 0.284
H -1.821 2.716 1.583
C 0.560 -2.350 -1.721
C 1.722 -3.026 -2.133
C 2.947 -2.365 -1.981
C 2.954 -1.092 -1.423
H -0.427 -2.828 -1.809
H 1.646 -4.023 -2.552
H 3.892 -2.812 -2.283
H 3.877 -0.533 -1.275
N 0.547 -1.128 -1.208
C 1.731 -0.503 -1.023
C 1.742 0.801 -0.349
N 0.557 1.282 0.101
C 0.671 2.342 0.885
C 2.950 2.718 0.658
C 1.744 3.166 1.167
H -0.187 2.807 1.324
H 1.507 4.065 1.738
C 2.932 1.530 -0.085
H 3.860 1.145 -0.470
H 3.838 3.292 0.869
Ba -2.753 0.384 0.034
I -2.958 -3.267 -1.398
O -0.759 -0.514 3.995
Cl -1.293 -1.262 2.883
O -1.409 -2.658 3.255
O -2.657 -0.706 2.505
O -0.498 -1.070 1.654
*
```

As for the HOMO energy (alpha / beta): -0.263 / -0.275 hartree. The value obtained for the largest force on an atom is 3.1 eV/A. The value obtained for the energy above the lowest of the compared OMol25 structures with the same formula, charge and spin is 2.935 eV. The value obtained for the total energy is -1659.0675 hartree. The gap between HOMO and LUMO (alpha / beta) is 0.211 / 0.184 Ha.

***

These records have M values of 187.24 219.31 158.24 592.18 395.95 549.94 g/mol, in the order they appear.